The following is a quantum chemistry calculation of a molecular structure, C18H26BiO5S6Te, from the OMol25 dataset.

Element x y z (Å)
Bi1 -0.874618 -0.095212 -0.957802
C1 0.413352 -3.105653 0.866698
C2 -0.953810 -2.858503 1.464965
O1 -1.324935 -1.480805 1.529428
C3 -1.030462 -0.746028 2.711926
C4 0.360896 -0.141743 2.739213
O2 0.615439 0.590250 1.538305
C5 0.835296 1.990705 1.646225
C6 0.120803 2.676138 0.504257
O3 0.307060 2.038252 -0.772553
C7 1.604615 2.095459 -1.398738
C8 2.510207 0.946979 -1.023285
O4 1.842020 -0.269331 -1.337749
C9 2.478024 -1.417855 -0.775129
C10 1.665449 -2.638520 -1.126633
O5 0.394333 -2.654850 -0.484190
H1 0.627445 -4.179819 0.899554
H2 1.196249 -2.592042 1.428171
H3 -1.014956 -3.323616 2.453516
H4 -1.701503 -3.330979 0.824937
H5 -1.165892 -1.377771 3.596663
H6 -1.773757 0.052358 2.754475
H7 1.124290 -0.913949 2.830684
H8 0.455048 0.504723 3.615615
H9 1.907573 2.204461 1.642683
H10 0.426296 2.396101 2.576245
H11 0.423830 3.723337 0.430051
H12 -0.955932 2.641484 0.668867
H13 2.081927 3.046564 -1.152406
H14 1.403373 2.072141 -2.468134
H15 2.776987 0.956422 0.034453
H16 3.430698 1.035100 -1.610492
H17 2.561779 -1.280273 0.308204
H18 3.486076 -1.523832 -1.188129
H19 2.231290 -3.543524 -0.888196
H20 1.460503 -2.641474 -2.198900
Te1 -0.444294 -0.388158 -3.690312
C11 -2.047780 0.424423 -4.731549
C12 -3.398013 0.385037 -4.547043
C13 -4.101236 1.077855 -5.575194
C14 -3.270282 1.623783 -6.504504
S1 -1.633639 1.315631 -6.138353
H21 -3.890443 -0.128438 -3.734488
H22 -5.177953 1.154584 -5.617528
H23 -3.532504 2.183521 -7.387937
C15 -6.624458 1.519471 1.700098
S2 -6.148497 1.706636 -0.038222
C16 -5.343355 0.186781 -0.339980
C17 -4.093049 0.083585 -0.818744
S3 -2.962470 1.411493 -1.087626
S4 -3.572929 -1.543117 -1.198864
C18 -4.933661 -2.414511 -0.523629
S5 -4.970625 -4.028429 -0.393034
S6 -6.208791 -1.324379 -0.110976
H24 -7.289086 2.352472 1.920102
H25 -5.754280 1.565511 2.350449
H26 -7.168915 0.592283 1.863267

Forces on atoms 1 to 2 (eV/Å):
Bi 0.05 0.08 0.15
C 0.00 0.07 -0.09

Properties
HOMO-LUMO gap	6.70	eV
electronic energy	-3949.1483	Eh
total charge	+1
multiplicity	1

***

The following is a quantum chemistry calculation of 2 unconnected molecules or ions with the total composition C18H26BrClFN3O2S in a non-equilibrium geometry, from the OMol25 dataset.

Element x y z (Å)
C1 2.365665 2.130979 5.767665
C2 2.789568 1.246881 4.578666
C3 1.604802 0.774441 3.748073
Cl1 2.157287 -0.215008 2.325862
N1 0.515198 0.150402 4.488831
C4 -0.825575 0.525522 3.939245
Br1 -2.264076 -0.692800 4.351431
C5 -1.212986 1.881674 4.530484
C6 -2.499178 2.468704 3.913649
S1 0.798640 -1.451399 4.808698
O1 0.323024 -2.291568 3.760616
O2 2.172898 -1.578630 5.141675
F1 0.002537 -1.697562 6.089930
H1 2.644675 3.162729 5.565429
H2 2.942011 1.837683 6.641414
H3 1.306296 2.074945 5.993954
H4 3.355527 1.881866 3.894498
H5 3.451198 0.431298 4.848189
H6 1.171539 1.672507 3.316270
H7 -0.716942 0.673216 2.862396
H8 -1.370067 1.734470 5.599837
H9 -0.376346 2.577353 4.462269
H10 -2.357230 3.530196 3.727299
H11 -3.308469 2.381823 4.632143
H12 -2.764863 1.939761 3.000657
C7 -2.015726 0.735973 -8.404148
N2 -1.524226 0.208116 -7.106262
C8 -0.205018 0.017587 -6.939669
C9 0.296082 -0.435245 -5.742088
C10 -0.569875 -0.695228 -4.682004
C11 -1.932681 -0.507352 -4.891501
C12 -2.384840 -0.056780 -6.112158
C13 -0.061639 -1.138710 -3.358531
C14 -0.336350 -0.403848 -2.209998
C15 0.107224 -0.854104 -0.984221
N3 0.797546 -1.996647 -0.884649
C16 1.096063 -2.715119 -1.978166
C17 0.682418 -2.308340 -3.224980
C18 1.228237 -2.491870 0.447593
H13 -1.686599 0.068349 -9.195968
H14 -1.603526 1.732013 -8.544769
H15 -3.098965 0.783205 -8.385987
H16 0.433178 0.245578 -7.781986
H17 1.365190 -0.562005 -5.639175
H18 -2.653724 -0.713131 -4.112248
H19 -3.434791 0.103377 -6.309246
H20 -0.890977 0.523369 -2.255575
H21 -0.086533 -0.314834 -0.068094
H22 1.660968 -3.624008 -1.825296
H23 0.925980 -2.922266 -4.081423
H24 2.308399 -2.614388 0.434230
H25 0.732864 -3.443564 0.627912
H26 0.946190 -1.769612 1.219228

Forces on atoms 1 to 2 (eV/Å):
C 0.58 -0.16 -0.13
C 0.15 0.31 -0.39

Properties
HOMO-LUMO gap	6.56	eV
electronic energy	-4547.9238	Eh
total charge	+2
multiplicity	1